{
  "formula": "C36H34N8O10",
  "method": "ωB97M-V/def2-TZVPD",
  "homo_lumo_gap_ha": 0.325,
  "de_lowest_kcal_mol": 40.4,
  "smiles": "O=[N+]([O-])c1ccccc1.O=[N+]([O-])c1ccccc1.O=[N+]([O-])c1ccccc1.O=[N+]([O-])c1ccccc1.O=[N+]([O-])c1ccccc1.CC#N.CC#N.CC#N",
  "e_homo_ev": -9.50,
  "species": ["C", "C", "N", "H", "H", "H", "C", "C", "N", "H", "H", "H", "C", "C", "N", "H", "H", "H", "C", "C", "C", "C", "C", "C", "N", "O", "O", "H", "H", "H", "H", "H", "C", "C", "C", "C", "C", "C", "N", "O", "O", "H", "H", "H", "H", "H", "C", "C", "C", "C", "C", "C", "N", "O", "O", "H", "H", "H", "H", "H", "C", "C", "C", "C", "C", "C", "N", "O", "O", "H", "H", "H", "H", "H", "C", "C", "C", "C", "C", "C", "N", "O", "O", "H", "H", "H", "H", "H"],
  "positions_angstrom": [[0.622165, -0.458360, 0.134545], [0.141918, -0.215254, -1.230023], [-0.280830, -0.029809, -2.300407], [0.828747, -1.528595, 0.139787], [-0.173211, -0.201399, 0.834148], [1.575351, 0.056768, 0.253612], [4.974647, -2.294609, 3.799873], [3.752541, -1.917857, 3.015036], [2.886492, -1.573095, 2.391573], [4.622465, -2.804936, 4.696329], [5.464681, -1.419560, 4.226802], [5.664020, -2.902804, 3.214241], [0.541396, 3.082613, -3.627465], [1.837991, 2.545843, -3.182838], [2.891151, 2.129955, -2.807501], [0.589948, 3.174996, -4.712458], [0.210659, 3.999431, -3.139450], [-0.211791, 2.343629, -3.354124], [-1.165279, 5.117925, 2.979353], [-1.525872, 5.013388, 4.324153], [-1.883917, 3.771531, 4.854548], [-1.921016, 2.638594, 4.047044], [-1.564990, 2.783713, 2.708451], [-1.282024, 4.040151, 2.171853], [-2.217259, 1.311089, 4.617323], [-2.117934, 0.313534, 3.878084], [-2.622046, 1.236503, 5.779299], [-0.839245, 6.059317, 2.562344], [-1.682101, 5.832886, 5.010013], [-2.142870, 3.773269, 5.903048], [-1.370193, 1.860408, 2.183126], [-0.981970, 4.163513, 1.141739], [5.890954, 2.170845, 3.325831], [5.615779, 2.882783, 4.455319], [4.319723, 2.962415, 4.939092], [3.240289, 2.378530, 4.188862], [3.575486, 1.662527, 3.008486], [4.862263, 1.474104, 2.575160], [1.849748, 2.431200, 4.644604], [1.450557, 3.478446, 5.198428], [1.148348, 1.522162, 4.313194], [6.923689, 1.997684, 3.061514], [6.417409, 3.359468, 4.999905], [4.073339, 3.397196, 5.896521], [2.754814, 1.110785, 2.574344], [5.032293, 0.646265, 1.902712], [0.596586, -0.449947, -5.734550], [1.010876, 0.199434, -6.890984], [0.589613, -0.259429, -8.127020], [-0.017934, -1.522214, -8.212549], [-0.379857, -2.201629, -7.040575], [-0.090744, -1.658533, -5.792047], [-0.425947, -2.078523, -9.535491], [-0.154762, -1.398091, -10.559440], [-0.943921, -3.185580, -9.640383], [0.805850, -0.066193, -4.746951], [1.511496, 1.145852, -6.749324], [0.691240, 0.410320, -8.968149], [-0.963487, -3.110315, -7.048204], [-0.321214, -2.275921, -4.936398], [-6.376915, 1.109271, -3.564283], [-5.862937, 2.363039, -3.349734], [-4.783359, 2.545198, -2.510287], [-4.264399, 1.484207, -1.780462], [-4.787087, 0.178585, -2.010537], [-5.881883, 0.023102, -2.876084], [-3.168767, 1.679574, -0.745261], [-2.852937, 2.840630, -0.508553], [-2.621391, 0.720825, -0.211332], [-7.076488, 0.908481, -4.362210], [-6.223375, 3.189961, -3.943611], [-4.420053, 3.548840, -2.345637], [-4.316229, -0.691393, -1.577132], [-6.198395, -0.975284, -3.139621], [1.458575, -5.594861, 3.065682], [0.728285, -6.734851, 3.501614], [-0.528048, -6.985229, 2.905475], [-0.962191, -6.157095, 1.841658], [-0.190487, -5.048942, 1.415879], [0.994477, -4.784598, 2.026362], [-2.241875, -6.472481, 1.219860], [-2.581829, -5.757612, 0.306202], [-2.904777, -7.483167, 1.563652], [2.414958, -5.371162, 3.514766], [1.050948, -7.305088, 4.360169], [-1.097063, -7.828173, 3.268896], [-0.557604, -4.390816, 0.642248], [1.566738, -3.937380, 1.678316]],
  "forces_ev_per_angstrom": [[-0.01, -0.42, -1.14], [-0.98, 0.64, -1.80], [0.86, -0.33, 1.83], [0.02, -0.02, 0.51], [0.33, 0.07, 0.15], [-0.25, 0.12, 0.37], [-1.25, 0.26, 0.22], [4.15, -1.03, 2.35], [-2.85, 0.92, -1.97], [0.09, -0.49, -0.18], [0.03, 0.24, -0.55], [-0.17, 0.08, 0.10], [0.04, -0.75, 0.08], [3.98, -1.09, 1.81], [-4.37, 1.63, -1.61], [-0.25, 0.21, 0.07], [0.59, 0.13, -0.09], [-0.03, -0.21, -0.22], [-0.62, 1.40, 1.30], [-0.56, -0.99, 0.16], [-0.33, 0.50, 0.15], [0.74, 0.99, -0.19], [0.08, -0.84, 0.39], [0.80, -1.42, -0.55], [-0.68, -1.69, -0.07], [0.11, 1.76, 0.92], [0.69, 0.51, -1.26], [-0.08, 0.16, 0.04], [0.60, 0.37, -0.24], [-0.11, -0.47, 0.00], [-0.49, 0.10, -0.53], [-0.14, -0.39, -0.15], [-0.62, -2.02, -1.91], [-0.45, 0.36, 0.43], [-2.58, -0.61, -0.72], [3.43, 0.47, 0.03], [-1.74, -0.13, 1.25], [1.12, 1.15, 2.26], [0.00, 2.64, -0.07], [0.95, -1.76, -0.41], [-0.79, -0.99, 0.08], [0.11, 0.16, -0.19], [0.04, -0.05, 0.09], [0.12, 0.29, -0.01], [0.00, -0.02, -0.31], [0.39, 0.50, -0.53], [0.19, -0.77, 0.56], [-1.00, 0.10, 0.75], [0.11, -0.37, -0.33], [-0.71, 0.28, 0.54], [-0.11, 0.11, -0.28], [0.45, -0.11, -1.08], [0.50, 0.37, -2.59], [-0.41, -0.79, 2.35], [0.41, 1.09, 1.10], [0.22, 0.24, 0.01], [0.09, 0.09, -0.42], [0.23, -0.48, -0.37], [0.21, -0.18, -0.47], [-0.17, 0.45, 0.29], [-0.23, -0.59, -0.34], [0.32, 0.22, -0.61], [0.20, 0.63, 1.24], [-0.52, -1.84, -0.07], [0.12, 1.04, 0.11], [1.52, -0.18, 0.32], [0.49, 0.32, -0.27], [-0.37, -0.60, -0.30], [-1.09, 0.52, -0.77], [-0.38, 0.28, 0.13], [-0.03, 0.14, 0.11], [0.23, -0.02, 0.03], [-0.02, 0.09, 0.28], [-0.17, -0.05, 0.20], [-0.46, -1.13, 0.10], [-0.64, 1.83, -0.95], [0.96, 0.63, -0.41], [1.13, -0.45, 1.56], [-1.86, -0.99, -0.20], [0.85, -0.24, 0.67], [-1.37, -1.75, -0.41], [-0.13, 0.39, -0.12], [1.66, 1.89, -0.03], [0.05, 0.02, 0.13], [0.11, -0.15, -0.14], [-0.31, 0.11, -0.28], [-0.13, -0.18, -0.10], [0.14, 0.07, 0.18]],
  "lowdin_charge": [-0.0553, -0.2523, 0.1466, 0.0669, 0.0781, 0.0704, -0.0396, -0.2476, 0.1678, 0.0775, 0.0750, 0.0832, -0.0802, -0.2777, 0.1089, 0.0757, 0.0809, 0.0458, -0.0827, -0.0615, -0.0157, -0.1510, -0.0015, -0.0807, -0.3165, 0.0483, 0.0664, 0.1079, 0.1051, 0.1166, 0.1002, 0.1028, -0.0647, -0.0980, 0.0110, -0.1074, -0.0362, -0.0505, -0.3363, 0.0673, 0.0985, 0.1003, 0.1094, 0.1133, 0.0855, 0.1009, -0.0733, -0.0695, -0.0054, -0.1249, -0.0082, -0.0622, -0.3194, 0.0337, 0.0665, 0.0714, 0.1023, 0.1165, 0.1150, 0.1063, -0.0849, -0.0773, -0.0203, -0.1022, 0.0167, -0.0657, -0.3096, 0.0539, 0.0545, 0.1104, 0.1100, 0.1150, 0.1133, 0.1082, -0.0583, -0.0475, 0.0106, -0.1265, -0.0061, -0.0854, -0.3409, 0.0787, 0.0465, 0.0937, 0.0999, 0.1123, 0.1155, 0.0818]
}